Entry 1:
The following is a quantum chemistry calculation of one molecule with the formula C5H9NO, from OMol25.

ΔE to the lowest compared entry with this formula, charge and spin   75.5 kcal per mole
SMILES string   C[C@H]1N[C@H]1CC=O
HOMO level   -9.34 eV
Lowest unoccupied orbital energy   1.05 eV

Structure (ORCA input):
```
! RIJCOSX wB97M-V def2-TZVPD def2/J DEFGRID3
* xyz 0 1
C -1.125 -0.319 1.065
C -1.274 0.221 -0.320
N -0.912 1.598 -0.540
C 0.076 0.653 -1.011
C 1.324 0.366 -0.219
C 1.340 -1.154 0.400
O 1.013 -2.135 -0.231
H -1.151 0.429 1.860
H -1.732 -1.204 1.283
H -0.033 -0.677 1.072
H -1.924 -0.321 -1.007
H -1.434 2.005 -1.307
H 0.125 0.417 -2.074
H 1.494 1.107 0.579
H 2.217 0.272 -0.847
H 1.994 -1.259 1.298
*
```

Atomic partial charges in e from the Löwdin method, atoms 1 to 2:
1 C -0.04
2 C -0.30


Entry 2:
The following is a quantum chemistry calculation of a 2-piece molecular cluster, C7H7N overall, from OMol25.

ΔE to the lowest compared entry with this formula, charge and spin   77.8 kcal per mole
SMILES string   c1ccncc1.C#C
HOMO level   -9.57 eV
Lowest unoccupied orbital energy   0.80 eV

Structure (ORCA input):
```
! RIJCOSX wB97M-V def2-TZVPD def2/J DEFGRID3
* xyz 0 1
C 0.326 0.843 -0.184
C 0.028 -0.566 -0.057
C 1.086 -1.420 0.030
N 2.354 -0.978 0.135
C 2.622 0.332 0.201
C 1.625 1.331 -0.032
H -0.509 1.600 -0.490
H -1.054 -0.874 -0.048
H 0.949 -2.516 -0.159
H 3.747 0.461 0.262
H 1.832 2.378 -0.189
C -2.945 -0.517 -0.218
C -3.562 0.330 0.349
H -2.456 -1.679 -0.160
H -4.044 1.276 0.560
*
```

Atomic partial charges in e from the Löwdin method, atoms 1 to 2:
1 C -0.07
2 C -0.09


Entry 3:
The following is a quantum chemistry calculation of C19H16BrCrN3O3 as an isolated structure, from OMol25.

HOMO level (alpha / beta)   -11.32 / -11.38 eV
<S²>   0.78
Lowest unoccupied orbital energy (alpha / beta)   -4.09 / -4.10 eV

Structure (ORCA input):
```
! RIJCOSX wB97M-V def2-TZVPD def2/J DEFGRID3
* xyz 1 2
Cr -0.363 0.506 0.031
Br 4.268 -0.177 5.830
C 2.881 -0.070 4.560
C 1.550 0.031 4.995
C 0.522 0.147 4.091
C 0.789 0.159 2.717
O -0.199 0.232 1.850
C 2.124 0.037 2.278
C 2.457 -0.012 0.896
N 1.641 0.137 -0.104
C 2.143 0.058 -1.449
C 3.440 -0.136 -1.834
C 3.782 -0.177 -3.203
C 2.828 -0.057 -4.170
C 1.473 0.107 -3.804
C 0.412 0.170 -4.739
C -0.864 0.345 -4.295
C -1.104 0.480 -2.916
N -0.145 0.390 -2.016
C 1.145 0.188 -2.444
C 3.167 -0.075 3.227
H 1.337 0.026 6.055
H -0.503 0.246 4.422
H 3.506 -0.203 0.685
H 4.237 -0.258 -1.114
H 4.819 -0.313 -3.478
H 3.093 -0.077 -5.220
H 0.628 0.070 -5.795
H -1.701 0.394 -4.976
H -2.107 0.678 -2.557
H 4.194 -0.147 2.891
N -1.415 -1.446 0.149
C -2.908 -1.523 0.081
C -3.539 -0.262 0.662
C -3.182 0.810 -0.333
O -3.818 1.041 -1.328
O -1.980 1.333 -0.086
H -1.025 -2.121 -0.501
H -1.109 -1.701 1.083
H -3.266 -2.409 0.604
H -3.197 -1.607 -0.966
H -3.105 -0.044 1.638
H -4.618 -0.363 0.743
*
```

Atomic partial charges in e from the Löwdin method, atoms 1 to 2:
1 Cr 1.00
2 Br 0.79


Entry 4:
The following is a quantum chemistry calculation of one molecule with the formula C3H6N2O, from OMol25.

ΔE to the lowest compared entry with this formula, charge and spin   59.5 kcal per mole
SMILES string   C/N=C(\N)C=O
HOMO level   -9.42 eV
Lowest unoccupied orbital energy   0.27 eV

Structure (ORCA input):
```
! RIJCOSX wB97M-V def2-TZVPD def2/J DEFGRID3
* xyz 0 1
C -2.377 -0.165 0.039
N -1.023 -0.762 -0.113
C 0.003 0.073 -0.029
N 0.172 1.429 0.038
C 1.290 -0.693 0.080
O 2.395 -0.228 -0.025
H -2.670 0.006 1.249
H -2.524 0.800 -0.593
H -3.094 -1.090 -0.434
H -0.603 2.171 -0.067
H 1.153 1.808 -0.126
H 1.042 -1.825 0.153
*
```

Atomic partial charges in e from the Löwdin method, atoms 1 to 2:
1 C -0.19
2 N -0.03


Entry 5:
The following is a quantum chemistry calculation of a 2-piece molecular cluster, C6H14N3 overall, from OMol25.

ΔE to the lowest compared entry with this formula, charge and spin   99.9 kcal per mole
HOMO level   -12.73 eV
Lowest unoccupied orbital energy   -5.48 eV

Structure (ORCA input):
```
! RIJCOSX wB97M-V def2-TZVPD def2/J DEFGRID3
* xyz 1 1
C -1.290 -1.523 -0.627
C 1.407 0.449 1.188
C -2.480 -1.877 -1.481
C 0.025 -1.969 -1.108
C 2.094 2.006 -0.486
C 0.257 2.414 1.028
N -1.508 -0.749 0.431
N 1.249 1.710 0.665
N 1.172 0.240 2.451
H -3.345 -2.310 -0.920
H -2.720 -0.996 -2.190
H -2.089 -2.730 -2.073
H 0.682 -2.027 -0.262
H 0.493 -1.216 -1.694
H -0.113 -2.880 -1.615
H 2.768 2.823 -0.238
H 2.583 1.188 -0.810
H 1.542 2.360 -1.343
H -2.463 -0.738 0.595
H -0.244 2.188 1.952
H 0.090 3.425 0.776
H 1.106 -0.746 2.732
H 0.781 0.956 3.029
*
```

Atomic partial charges in e from the Löwdin method, atoms 1 to 2:
1 C -0.45
2 C -0.07


Entry 6:
The following is a quantum chemistry calculation of C25H27Br8Cl2O6P as an isolated structure, from OMol25.

HOMO level   -9.26 eV
Lowest unoccupied orbital energy   -1.35 eV

Structure (ORCA input):
```
! RIJCOSX wB97M-V def2-TZVPD def2/J DEFGRID3
* xyz 0 1
C 3.944 -2.379 2.401
C 4.307 -1.845 1.049
Cl 5.612 -2.642 0.226
C 3.700 -0.821 0.454
Cl 4.174 -0.256 -1.102
C 2.559 -0.164 1.140
C 2.785 0.595 2.281
C 1.738 1.188 2.968
C 0.461 1.003 2.474
C 0.212 0.261 1.324
C 1.271 -0.324 0.655
C -1.218 0.113 0.918
O -1.667 0.123 -0.206
C -2.138 -0.113 2.061
C -1.894 0.625 3.221
C -2.688 0.442 4.333
C -3.722 -0.473 4.301
C -3.984 -1.211 3.157
P -5.308 -2.423 3.115
O -6.272 -2.278 4.199
O -6.031 -2.421 1.647
O -4.645 -3.866 3.361
C -3.186 -1.022 2.033
O -3.417 -1.740 0.885
C -0.728 1.569 3.186
O -0.768 2.677 3.653
H 4.429 -3.337 2.568
H 2.875 -2.542 2.513
H 4.312 -1.707 3.174
H 3.777 0.722 2.692
H 1.915 1.768 3.860
H 1.119 -0.929 -0.228
H -2.466 1.002 5.231
H -4.348 -0.624 5.170
H -5.684 -3.213 1.203
H -3.768 -3.931 2.957
H -3.682 -1.091 0.220
Br -5.313 2.292 1.570
C -7.155 1.872 1.079
C -7.919 1.290 2.238
Br -7.406 -0.566 2.549
H -7.104 1.198 0.231
H -7.588 2.819 0.762
H -8.985 1.271 2.018
H -7.755 1.826 3.167
Br -0.581 1.653 -1.105
C 0.290 3.346 -1.691
C -0.374 4.536 -1.053
Br -2.081 4.943 -1.903
H 0.257 3.377 -2.776
H 1.328 3.271 -1.364
H 0.224 5.435 -1.179
H -0.579 4.388 0.004
Br 6.542 -1.913 -3.917
C 7.350 -0.211 -4.407
C 6.690 0.938 -3.694
Br 4.968 1.377 -4.487
H 7.289 -0.131 -5.488
H 8.393 -0.296 -4.110
H 7.287 1.842 -3.793
H 6.513 0.737 -2.642
Br 1.005 -1.905 -7.618
C 2.496 -2.563 -6.555
C 3.584 -1.533 -6.420
Br 4.638 -1.390 -8.051
H 2.839 -3.478 -7.027
H 2.072 -2.794 -5.581
H 4.293 -1.825 -5.650
H 3.205 -0.541 -6.202
*
```

Atomic partial charges in e from the Löwdin method, atoms 1 to 2:
1 C -0.09
2 C -0.72


Entry 7:
The following is a quantum chemistry calculation of C5H12N6O9Pd as an isolated structure, from OMol25.

ΔE to the lowest compared entry with this formula, charge and spin   51.0 kcal per mole
HOMO level (alpha / beta)   -0.19 / -0.17 eV
<S²>   2.02
Lowest unoccupied orbital energy (alpha / beta)   3.95 / 3.95 eV

Structure (ORCA input):
```
! RIJCOSX wB97M-V def2-TZVPD def2/J DEFGRID3
* xyz -2 3
Pd -0.222 -0.726 1.242
C -4.285 -1.851 2.432
O -3.268 -2.021 3.103
O -3.886 -1.131 1.442
O -5.455 -2.256 2.700
C 3.730 -0.821 2.805
O 2.749 -1.123 3.467
O 4.822 -1.201 3.236
O 3.542 -0.378 1.724
C 0.388 -5.706 -1.379
O 0.276 -4.586 -0.909
N 0.842 -6.024 -2.579
N 0.038 -6.848 -0.749
H 1.187 -5.322 -3.219
H 0.923 -7.016 -2.749
H 0.140 -7.736 -1.219
H -0.299 -6.770 0.200
C -1.213 4.507 2.237
O -0.630 3.450 2.384
N -2.269 4.617 1.565
N -0.886 5.677 2.613
H -2.807 3.832 1.226
H -2.515 5.565 1.317
H -1.511 6.441 2.399
H 0.012 5.857 3.038
C 1.077 2.364 -2.989
O 0.544 1.450 -2.405
N 2.172 2.934 -2.672
N 0.656 2.743 -4.149
H 2.504 2.653 -1.760
H 2.644 3.648 -3.210
H -0.188 2.324 -4.514
H 1.186 3.458 -4.627
*
```

Atomic partial charges in e from the Löwdin method, atoms 1 to 2:
1 Pd 0.03
2 C -1.01


Entry 8:
The following is a quantum chemistry calculation of C30H78CaClFGaMgNO11P as an isolated structure, from OMol25.

HOMO level   -7.21 eV
Lowest unoccupied orbital energy   -6.46 eV

Structure (ORCA input):
```
! RIJCOSX wB97M-V def2-TZVPD def2/J DEFGRID3
* xyz 1 1
C 0.385 4.922 -1.379
C 0.129 3.430 -1.714
C 0.922 2.493 -0.756
C 1.822 1.550 -1.600
C 1.945 0.122 -1.020
C 2.749 -0.830 -1.969
C 2.010 -1.151 -3.310
C 2.379 -0.224 -4.472
C 1.169 -0.010 -5.395
C 0.036 0.552 -4.550
C -1.422 0.322 -5.002
Ga -2.559 0.135 -3.328
N -1.481 0.478 -1.698
C -4.104 1.495 -3.249
C -4.695 1.759 -1.852
C -5.672 0.690 -1.328
C -5.115 -0.406 -0.380
C -5.162 -1.827 -0.955
C -4.142 -2.714 -0.205
C -3.779 -4.045 -0.906
C -2.424 -4.063 -1.611
C -1.282 -3.561 -0.716
H 0.435 5.018 -0.296
H 1.335 5.199 -1.819
H -0.422 5.572 -1.741
H -0.949 3.183 -1.637
H 0.439 3.282 -2.735
H 1.501 3.173 -0.133
H 0.263 1.952 -0.074
H 2.811 1.987 -1.730
H 1.380 1.464 -2.576
H 2.539 0.247 -0.112
H 0.987 -0.304 -0.732
H 2.976 -1.768 -1.466
H 3.690 -0.337 -2.205
H 2.343 -2.153 -3.585
H 0.942 -1.181 -3.149
H 2.803 0.718 -4.149
H 3.175 -0.687 -5.056
H 0.862 -0.874 -5.981
H 1.463 0.728 -6.144
H 0.107 0.132 -3.559
H 0.140 1.632 -4.540
H -1.708 1.092 -5.718
H -1.466 -0.621 -5.552
H -3.139 -1.369 -3.322
H -1.772 1.353 -1.307
H -1.753 -0.227 -1.023
H -3.601 2.437 -3.567
H -4.879 1.315 -3.987
H -5.243 2.745 -1.871
H -3.903 1.933 -1.123
H -6.381 1.245 -0.724
H -6.251 0.254 -2.141
H -5.732 -0.417 0.519
H -4.113 -0.117 -0.071
H -6.146 -2.237 -0.697
H -5.066 -1.871 -2.031
H -3.260 -2.161 0.091
H -4.634 -2.969 0.740
H -4.575 -4.332 -1.614
H -3.740 -4.819 -0.127
H -2.172 -5.102 -1.868
H -2.480 -3.500 -2.538
H -1.221 -2.486 -0.841
H -0.339 -4.009 -0.990
H -1.526 -3.823 0.312
O -7.192 -4.336 0.259
H -7.299 -4.379 1.239
H -8.057 -4.223 -0.192
H -6.706 -5.116 -0.085
O 6.298 1.932 1.280
C 5.190 2.204 0.565
C 5.230 3.738 0.112
O 4.181 4.099 -0.560
H 4.226 2.071 1.082
H 5.055 1.622 -0.360
H 6.228 3.833 -0.427
H 5.426 4.297 1.096
C 11.652 1.046 2.768
O 10.274 0.959 3.176
C 9.379 1.279 2.170
C 8.774 0.043 1.517
O 9.783 -0.642 0.841
C 10.303 -1.762 1.567
H 12.249 0.546 3.522
H 11.825 0.546 1.816
H 11.955 2.100 2.707
H 9.859 1.925 1.408
H 8.558 1.864 2.666
H 8.022 0.351 0.784
H 8.277 -0.583 2.264
H 9.591 -2.603 1.515
H 10.497 -1.512 2.606
H 11.246 -2.056 1.111
O -4.993 -6.640 -2.798
H -5.175 -7.392 -3.408
H -4.454 -5.939 -3.243
H -4.554 -6.944 -1.969
Mg 7.674 3.211 1.750
C 7.197 6.682 4.715
O 8.107 5.683 4.243
H 6.735 7.153 3.853
H 6.421 6.229 5.335
H 7.732 7.437 5.293
H 8.511 5.273 5.013
C -5.148 -2.942 4.822
O -6.555 -2.885 4.485
P -7.542 -1.939 5.490
O -8.651 -2.882 5.786
O -7.883 -0.865 4.316
C -8.266 -1.320 3.036
O -7.613 -0.797 6.649
C -8.816 -0.024 6.727
H -4.650 -3.595 4.107
H -4.694 -1.951 4.767
H -5.009 -3.354 5.823
H -8.887 -2.218 3.093
H -7.373 -1.513 2.433
H -8.840 -0.531 2.554
H -9.698 -0.660 6.684
H -8.849 0.719 5.933
H -8.791 0.492 7.684
F 12.850 -1.547 1.803
Cl -6.256 3.635 -0.247
Ca -2.785 3.766 -0.909
*
```

Atomic partial charges in e from the Löwdin method, atoms 1 to 2:
1 C -0.09
2 C -0.27


Entry 9:
The following is a quantum chemistry calculation of a 9-piece molecular cluster, C29H78N2O9 overall, from OMol25.

ΔE to the lowest compared entry with this formula, charge and spin   0.0 kcal per mole
SMILES string   COC[C@H](C)N.COC[C@H](C)N.CC(C)O.CC(C)O.CC(C)O.CC(C)O.CC(C)O.CC(C)O.CC(C)O
HOMO level   -9.19 eV
Lowest unoccupied orbital energy   0.54 eV

Structure (ORCA input):
```
! RIJCOSX wB97M-V def2-TZVPD def2/J DEFGRID3
* xyz 0 1
C 4.685 -2.225 -2.460
O 3.992 -2.066 -3.673
C 3.564 -0.719 -3.911
C 2.411 -0.151 -2.997
C 1.124 -0.875 -3.440
N 2.407 1.253 -3.099
H 4.845 -3.278 -2.312
H 4.078 -1.899 -1.585
H 5.678 -1.714 -2.340
H 4.433 -0.006 -3.835
H 3.258 -0.739 -4.974
H 2.584 -0.424 -1.955
H 0.695 -0.468 -4.320
H 0.411 -0.629 -2.659
H 1.231 -1.949 -3.371
H 3.313 1.589 -2.800
H 2.320 1.508 -4.129
C -2.921 -1.700 -3.582
O -4.139 -1.353 -3.026
C -4.226 -1.793 -1.705
C -5.093 -0.927 -0.898
C -4.554 0.573 -0.861
N -5.048 -1.444 0.432
H -2.823 -1.304 -4.601
H -2.829 -2.799 -3.619
H -2.049 -1.413 -2.976
H -4.498 -2.857 -1.631
H -3.227 -1.746 -1.188
H -6.078 -0.875 -1.378
H -5.093 1.036 0.007
H -4.724 1.176 -1.729
H -3.509 0.555 -0.491
H -5.636 -2.275 0.571
H -5.492 -0.825 1.094
C 1.542 6.750 1.015
C 1.219 5.902 -0.218
C 2.523 5.314 -0.789
O 0.496 4.785 0.258
H 2.172 7.583 0.644
H 2.086 6.191 1.728
H 0.681 7.061 1.547
H 0.675 6.407 -1.018
H 2.287 4.510 -1.537
H 2.968 4.874 0.057
H 3.220 6.031 -1.221
H 0.378 4.126 -0.476
C -1.629 3.128 2.025
C -0.807 3.015 3.315
C -0.985 4.286 4.150
O -1.182 1.858 4.087
H -2.723 3.301 2.276
H -1.492 2.254 1.385
H -1.238 3.897 1.318
H 0.247 2.970 3.048
H -2.056 4.458 4.309
H -0.610 5.142 3.584
H -0.466 4.196 5.125
H -0.683 1.727 4.876
C 3.003 0.714 1.214
C 1.759 -0.128 1.045
C 0.598 0.431 0.226
O 2.211 -1.328 0.397
H 3.481 0.865 0.215
H 3.700 0.246 1.900
H 2.735 1.716 1.592
H 1.373 -0.343 2.061
H 0.730 0.228 -0.906
H 0.358 1.468 0.348
H -0.267 -0.212 0.453
H 1.444 -1.893 0.464
C 0.526 -4.254 -1.017
C -0.725 -3.634 -0.387
C -1.738 -4.780 -0.026
O -0.387 -2.836 0.757
H 0.419 -4.877 -1.929
H 1.075 -4.824 -0.249
H 1.241 -3.475 -1.437
H -1.169 -2.924 -1.144
H -2.050 -5.242 -0.967
H -2.579 -4.289 0.521
H -1.196 -5.433 0.651
H -1.161 -2.342 1.043
C 2.522 -4.491 2.868
C 3.820 -3.583 3.023
C 4.835 -4.016 1.994
O 3.554 -2.217 2.900
H 2.659 -5.469 3.293
H 2.172 -4.639 1.801
H 1.673 -3.988 3.366
H 4.268 -3.665 4.049
H 4.441 -3.766 1.016
H 4.864 -5.123 2.020
H 5.878 -3.633 2.073
H 3.302 -2.093 1.987
C -3.258 -3.328 3.222
C -2.871 -1.859 3.083
C -1.625 -1.574 3.850
O -2.593 -1.527 1.744
H -3.428 -3.464 4.312
H -2.582 -4.118 2.848
H -4.260 -3.481 2.773
H -3.713 -1.273 3.459
H -1.757 -1.751 4.937
H -1.322 -0.522 3.698
H -0.854 -2.266 3.575
H -3.498 -1.504 1.252
C -1.763 4.365 -2.251
C -1.007 3.095 -2.583
C -0.479 3.129 -3.982
O 0.028 3.007 -1.625
H -1.125 5.258 -2.545
H -1.811 4.371 -1.174
H -2.751 4.378 -2.693
H -1.762 2.250 -2.438
H -1.281 3.318 -4.683
H -0.032 2.162 -4.260
H 0.197 3.998 -3.962
H 0.471 2.166 -1.817
*
```

Atomic partial charges in e from the Löwdin method, atoms 1 to 2:
1 C -0.13
2 O -0.18


Entry 10:
The following is a quantum chemistry calculation of one molecule with the formula C4H6N2, from OMol25.

ΔE to the lowest compared entry with this formula, charge and spin   102.8 kcal per mole
SMILES string   Nc1cc[nH]c1
HOMO level   -7.21 eV
Lowest unoccupied orbital energy   0.89 eV

Structure (ORCA input):
```
! RIJCOSX wB97M-V def2-TZVPD def2/J DEFGRID3
* xyz 0 1
N 1.852 0.316 -0.982
C 0.818 -0.010 -0.119
C -0.231 0.907 -0.046
C -1.184 0.616 0.927
N -1.230 -0.737 0.961
C -0.360 -1.167 -0.027
H 2.767 -0.107 -0.988
H 1.639 0.883 -1.796
H -0.378 1.607 -0.856
H -1.830 1.285 1.474
H -1.573 -1.307 1.733
H 0.014 -2.151 0.074
*
```

Atomic partial charges in e from the Löwdin method, atoms 1 to 2:
1 N 0.06
2 C -0.23


What did we get for calculated total energy? Answer: -325.8172 -325.5347 -4741.9697 -302.5983 -400.8912 -23274.1600 -1331.1892 -5775.2031 -1938.2963 -265.3717 Ha, in the order shown.
What did we get for largest force on an atom? Answer: 0.047 0.123 0.035 0.072 0.096 0.113 0.164 0.113 0.069 0.087 Eh/bohr, in the order shown.